[1]
89
Properties=species:S:1:pos:R:3:forces:R:3:lowdin_charge:R:1 method="wB97M-V/def2-TZVPD" spin_multiplicity=2 gap_ev="8.14 / 6.15" s2=0.78 energy_ev=-184611.7264 charge=+1
H 1.79398 -4.95152 2.13983 0.00 0.00 0.00 0.1274
H -5.31571 2.47755 1.56318 0.01 -0.01 0.01 0.0898
Cl -0.04436 3.34553 0.54895 -0.17 -0.23 -0.13 0.3893
N 0.24272 -1.28186 0.13744 0.18 0.10 0.17 -0.1905
C 0.69871 0.77052 3.38555 0.02 0.11 0.09 -0.0886
Ge 1.88161 3.70245 -0.37679 -0.08 0.37 -0.01 -0.2011
H -4.58731 3.29957 2.94895 0.00 0.00 -0.01 0.0888
H -4.39187 1.55453 2.76405 -0.03 -0.11 0.05 0.0647
C -4.50370 -1.56705 1.96437 0.01 0.11 -0.02 -0.0553
Ru 0.03166 0.77344 0.19418 -0.34 0.40 0.02 0.8547
C 0.26978 0.81496 -7.11265 0.00 0.01 -0.05 -0.2101
H -4.87911 -1.19401 1.01134 0.00 0.00 0.03 0.0703
H -0.14803 -4.51823 -2.43658 -0.01 0.00 0.00 0.1267
C -0.16230 0.16656 5.56956 0.00 0.03 0.00 -0.0201
C 3.46477 0.00547 -0.97624 -0.04 -0.05 -0.01 0.0477
H -1.64548 -0.40148 -4.60577 -0.04 0.01 -0.01 0.1101
H -4.55481 -1.77724 -2.19885 0.00 0.00 0.01 0.0871
O 2.23000 -1.61922 1.71178 -0.07 0.01 -0.09 -0.3014
H 0.10503 0.05935 6.62084 0.00 0.00 0.00 0.0981
O 2.41612 2.02922 -0.23653 0.07 -0.33 -0.04 -0.3047
C 0.92882 -3.66240 0.64435 -0.01 0.02 0.01 -0.2223
H -3.22990 0.98458 -2.04596 0.00 0.01 0.00 0.1195
H -5.33323 -0.31018 -1.57640 -0.02 0.01 -0.01 0.0807
F 5.60865 1.78303 -1.86868 0.04 0.01 0.09 0.2073
C -4.58120 -0.69014 -2.26768 0.00 0.02 0.03 -0.0516
H -1.46893 -0.44204 -7.07724 0.00 0.00 0.00 0.1276
N 0.45058 0.77888 -9.69334 0.00 0.00 -0.01 0.1789
H -4.90252 -0.95508 2.77105 -0.02 0.06 0.03 0.0777
H 1.99972 2.06045 -6.86914 0.01 -0.01 0.00 0.1280
C -0.11452 0.87806 -1.69961 -0.03 -0.08 0.26 -0.1793
C -0.00308 -2.12405 -0.93483 -0.36 -0.01 -0.01 -0.4829
C -0.75930 0.11658 -6.48294 -0.05 -0.02 0.04 -0.0031
C 1.46610 2.09219 5.27681 -0.03 0.00 0.02 -0.0246
C -2.99572 -1.59374 1.98658 0.04 -0.11 -0.09 -0.2349
C -4.45028 2.49522 2.22523 -0.04 -0.02 -0.11 -0.0560
C 1.20500 1.52838 -6.36507 0.04 0.01 0.02 -0.0033
H 1.96001 -1.28300 4.58842 -0.01 -0.02 -0.02 0.0840
C -3.22706 -0.10191 -1.96321 0.02 -0.02 -0.09 -0.2460
C -0.04444 0.89047 -2.93092 0.17 0.21 -0.15 -0.0364
O -0.01082 -2.12908 2.55115 -0.06 0.02 0.00 -0.2892
H 2.33547 2.45570 4.72898 0.00 0.00 -0.01 0.0922
C -3.18413 2.74457 1.44589 0.26 0.09 0.16 -0.2840
H 1.84213 2.08145 -4.39805 -0.04 -0.01 -0.01 0.0857
C 0.27057 -4.62823 -1.44559 0.04 -0.01 0.00 0.0143
H 0.63529 -6.73283 -1.59025 0.00 0.00 0.00 0.1138
C 0.06820 0.86799 -4.34493 -0.13 -0.08 0.07 -0.2185
S 0.90079 -2.10134 1.43962 0.07 0.08 0.01 0.6470
O -0.49795 -1.79648 -1.99091 0.09 -0.10 0.00 0.0710
N 0.40717 0.84342 2.28191 0.06 -0.14 -0.07 0.0942
H -3.21491 3.70539 0.93581 0.02 0.02 0.02 0.1181
F 4.61280 2.72100 1.26929 0.01 -0.08 -0.09 0.1325
O -2.87034 -0.47278 -0.60609 0.05 -0.03 0.26 -0.2286
C 4.38012 2.21712 -1.63511 0.15 -0.09 -0.19 -0.5840
C 0.38946 -3.52863 -0.61448 0.10 0.00 -0.07 -0.1339
H 2.51604 -0.34659 5.99013 0.00 -0.01 -0.01 0.0994
C 0.71281 -5.85341 -0.96534 -0.02 -0.01 -0.01 -0.0424
H -0.99946 0.86141 5.49581 -0.01 -0.01 -0.01 0.0926
C 1.25801 -5.97278 0.31187 0.00 0.01 0.00 -0.0464
H 1.72365 2.04041 6.33454 0.00 0.00 0.00 0.0980
H 3.00180 -0.56968 -0.17835 -0.04 -0.02 0.04 0.0665
H -0.46994 -0.80484 5.18373 0.00 0.00 0.00 0.0886
C 2.23883 -0.29080 4.93708 -0.01 0.02 0.00 -0.0187
H -4.87599 -2.58302 2.10206 0.02 -0.01 0.00 0.0900
C -0.86450 0.15025 -5.10747 0.05 0.01 -0.04 0.0062
H -2.60215 -1.94002 2.93675 0.03 0.01 0.01 0.1135
H -2.60205 -2.23552 1.19964 0.02 -0.01 0.02 0.1112
F 5.68496 0.93504 0.67000 0.01 0.01 -0.04 0.1921
H -2.44673 -0.51344 -2.59662 0.00 0.01 0.01 0.0744
H 1.59229 -6.94096 0.65917 0.01 0.00 0.00 0.1148
O -2.99562 1.77321 0.39203 -0.24 -0.03 -0.06 -0.2466
F 3.68172 2.10377 -2.77402 0.00 0.02 0.04 0.1339
C 0.37035 0.79487 -8.54799 0.00 0.00 0.05 -0.1681
F 4.44303 3.53268 -1.34420 -0.02 0.03 0.03 0.0996
H 3.10108 0.04756 4.36437 0.01 0.00 -0.01 0.0879
H -2.31460 2.73219 2.11156 -0.03 -0.01 -0.06 0.0858
C 4.47278 1.46719 0.80903 0.14 -0.02 0.12 -0.5668
Cl 1.54982 4.35836 -2.34168 -0.09 0.00 -0.03 0.3544
P -2.14623 0.44289 0.44086 0.55 -0.12 -0.19 0.5899
H 0.64780 2.80285 5.15819 0.00 0.00 0.00 0.0919
H 2.82609 0.01254 -1.85856 -0.03 -0.04 0.05 0.1000
O -2.40826 -0.26548 1.81825 -0.29 0.04 -0.02 -0.2426
C 1.11324 1.54230 -4.98785 0.06 0.06 -0.02 -0.0081
H -4.87837 -0.41621 -3.28063 0.01 -0.01 0.00 0.0858
F 3.82086 0.77176 1.74392 -0.08 0.06 -0.03 0.1624
C 1.37592 -4.86885 1.14613 -0.03 0.01 0.01 -0.0177
C 3.67670 1.43340 -0.51394 0.07 -0.02 0.01 -0.3532
C 1.06282 0.68899 4.80667 0.01 -0.11 -0.06 -0.5662
Cl 2.84088 5.18585 0.75171 -0.05 -0.04 0.06 0.3413
H 4.41819 -0.45703 -1.22814 0.03 0.03 0.01 0.1196



[2]
72
Properties=species:S:1:pos:R:3:forces:R:3:lowdin_charge:R:1 method="wB97M-V/def2-TZVPD" spin_multiplicity=8 gap_ev="3.53 / 5.40" s2=15.79 energy_ev=-83295.6217 relative_energy_kcal_mol=115.9 charge=0
N 2.38586 0.13790 -0.45584 0.65 0.39 0.36 -0.1032
H -2.44274 -2.44084 -5.99851 0.22 -0.05 0.22 0.1071
C 1.48174 2.40715 -8.04833 -0.40 0.23 -0.04 -0.0950
H -1.01885 -0.43343 -5.81112 0.06 -0.74 0.65 0.0670
C 0.58912 -1.44734 -8.86716 -0.38 -1.05 -0.13 -0.1063
H -1.55886 1.12651 -7.15629 0.08 0.14 -0.15 0.0937
H 2.54836 2.20349 -7.93779 -0.26 0.06 -0.08 0.1030
C 1.03983 2.94707 -4.31336 -0.56 -0.19 -0.06 -0.1032
C -0.47245 -1.53096 -1.01469 -0.42 0.19 0.26 -0.2128
Si 1.66988 0.11527 -4.16599 -1.41 -1.01 1.64 0.0642
H 0.27595 -0.52624 -9.36083 -0.19 -0.22 0.30 0.0984
C 1.53622 -3.80889 -7.68579 0.08 0.01 -0.38 -0.1005
C -0.82698 1.79766 -7.60555 0.30 0.61 -0.23 -0.1126
C -1.25591 2.93064 -8.29367 -0.11 -0.07 0.09 -0.0943
C -2.13475 0.04056 -0.72125 0.23 -0.28 0.16 -0.2506
H 1.77002 4.23476 -9.16225 -0.19 -0.17 0.09 0.0993
C -0.35899 -1.02172 0.30855 -0.59 0.23 -0.31 -0.2208
H 0.38305 1.80544 1.42987 0.22 0.09 -0.28 0.0660
C -1.16940 3.92775 -4.01986 0.03 -0.08 0.03 -0.0866
H -2.98886 0.69341 -0.90409 0.17 -0.26 0.10 0.0862
H 0.33256 -1.37920 1.07473 -0.19 0.21 -0.29 0.0875
H 2.76697 -2.52148 -6.46115 -0.39 -0.03 -0.02 0.1023
C -1.50310 -2.51417 -5.44730 -0.01 0.07 0.04 -0.0659
C 0.58913 -3.86865 -8.71379 -0.01 -0.31 0.41 -0.1166
H -1.34505 0.52992 -3.75754 0.37 0.56 -0.08 0.0737
C 0.95171 -2.70202 -4.10903 -0.56 0.24 -0.26 -0.1240
Eu 0.20648 1.16009 -1.43671 0.15 -0.84 0.62 1.5429
H 0.18514 -4.83757 -9.01661 0.14 0.32 0.03 0.0936
H 2.10442 3.06991 -4.52698 -0.29 -0.03 0.11 0.1063
H 0.72832 3.27684 0.82726 0.18 -0.22 0.07 0.0826
C -1.13741 -3.70927 -4.82543 0.09 0.36 -0.06 -0.0812
C 1.36492 -1.40267 -7.69236 0.30 0.72 0.20 -0.3067
C 2.81356 0.63397 0.88443 0.11 -0.58 -0.64 -0.2479
H 3.90486 0.54187 0.98953 -0.23 0.07 0.22 0.1157
H 0.57748 5.04830 -4.56792 -0.02 -0.29 0.12 0.1082
C 1.99355 -2.57459 -7.22894 -0.48 -0.39 0.08 -0.1217
C 0.54535 1.52298 -7.48689 -0.35 0.21 -0.17 -0.3250
C 0.18756 4.05794 -4.32580 0.01 0.08 0.13 -0.0759
H 1.89738 -4.72626 -7.21872 0.00 0.18 -0.23 0.1007
H -0.57498 -2.74062 -10.14264 0.24 -0.01 0.05 0.0946
C 0.51532 1.65128 -4.10527 -0.09 0.13 -0.93 -0.4114
C 2.41476 2.08130 1.08527 -0.64 0.31 0.00 -0.2426
H 3.00927 2.73077 0.43328 -0.11 -0.06 0.08 0.1140
H 2.39072 -0.87971 -0.48349 -0.15 0.21 0.09 0.0805
H 2.34623 0.00592 1.65333 0.03 0.11 -0.18 0.1065
C -0.32602 3.80400 -8.85839 0.13 -0.04 0.06 -0.1001
H 3.05846 0.41024 -1.18480 -0.06 -0.05 0.33 -0.0405
H 2.59816 2.37071 2.13028 0.15 -0.03 -0.26 0.1130
H 1.37995 -0.36761 -2.75295 -0.01 0.14 0.50 -0.0740
C -1.57474 -0.88970 -1.64594 0.07 -0.02 0.54 -0.2365
H -1.81239 4.81382 -3.98789 0.27 -0.36 -0.03 0.1069
C 0.14484 -2.69328 -9.32658 0.38 0.60 -0.16 -0.1030
Si 1.01643 0.00107 -6.54921 0.93 0.09 -2.55 0.7390
H -2.32573 3.12082 -8.38367 0.25 0.05 -0.05 0.1000
H 1.92498 -2.78550 -3.61693 -0.33 0.01 0.00 0.1104
C -1.70712 2.65858 -3.77480 0.27 -0.25 -0.18 -0.0891
C 0.57007 -1.47173 -4.67386 -0.03 0.36 0.11 -0.3516
H -1.94044 -1.11629 -2.64697 0.10 0.04 0.31 0.0882
H -2.76899 2.54737 -3.52991 0.40 0.00 -0.17 0.1108
C 1.04292 3.54600 -8.72934 -0.06 -0.10 0.04 -0.0929
H 2.42272 0.30330 -5.41776 0.44 0.06 -1.08 -0.0590
C -1.38461 -0.04306 0.49284 0.13 -0.35 -0.40 -0.2487
Cl 3.70722 0.50443 -3.39748 1.03 0.50 0.68 0.1707
C -0.67574 -1.38305 -5.33980 -0.38 -0.57 0.32 -0.1941
H 0.34858 -4.71849 -3.63095 -0.03 0.17 -0.23 0.1021
N 0.96666 2.28727 0.73853 0.40 0.34 0.71 -0.0982
C 0.07758 -3.79516 -4.14433 0.25 -0.06 -0.01 -0.0918
H 0.13705 -2.31193 -1.46980 -0.19 0.29 0.18 0.0852
C -0.88679 1.52160 -3.89104 -0.04 0.58 -0.07 -0.2198
H -1.81292 -4.56277 -4.85484 0.18 0.15 -0.03 0.1030
H -1.59023 0.49795 1.41879 -0.01 -0.17 -0.31 0.0831
H -0.66850 4.69051 -9.39349 0.11 -0.23 0.13 0.0977



[3]
72
Properties=species:S:1:pos:R:3:forces:R:3:lowdin_charge:R:1 method="wB97M-V/def2-TZVPD" gap_ev="6.64 / 5.73" energy_ev=-112386.4509 relative_energy_kcal_mol=27.1 charge=0
H 2.37820 -1.30937 -1.46454 -0.35 0.03 0.07 0.0949
H -9.66131 -3.54607 0.19145 0.25 0.10 -0.11 0.1035
H -5.15631 -4.34865 2.28947 -0.07 0.59 -0.18 0.1098
Si -6.40822 0.96421 0.64600 1.41 -0.77 -1.36 0.8597
H -8.05709 2.57571 -5.01277 -0.01 -0.29 -0.04 0.1035
H -4.19362 3.78792 -2.86217 -0.06 -0.27 0.11 0.1145
C -6.55560 -3.10555 -1.15965 -0.67 -0.08 0.41 -0.1035
C -5.29952 1.23904 -0.87463 0.37 -0.11 0.79 -0.3202
C -7.51864 -1.21673 -4.43420 -0.22 0.32 0.19 -0.0984
H 1.64832 1.44866 0.12454 -0.39 -0.01 0.18 0.0766
C -0.41608 -0.13727 -2.90352 1.53 -0.04 -0.21 -0.2220
H -3.15234 -0.31139 -3.31399 -0.40 0.11 0.44 0.0857
C 0.90174 0.06832 -2.41913 -1.00 -0.70 -0.76 -0.1397
H -4.61281 -2.14338 -3.18391 0.40 0.21 0.17 0.0516
C -6.59556 -0.29757 -3.89787 0.48 0.07 -0.56 -0.2418
C 0.36772 -2.12671 -1.96854 0.28 0.46 -0.23 -0.1715
C -4.31616 2.75600 -2.52948 -0.21 1.14 0.30 -0.1040
Si -5.35279 -0.98494 -2.63258 -3.50 -1.44 -0.27 0.7015
H -1.71741 -1.93317 1.10763 0.25 0.03 -0.01 0.0445
H -9.78757 0.94223 -5.79008 0.23 -0.10 0.13 0.1021
C -6.65247 -1.75688 -1.49318 0.28 -0.21 -0.55 -0.2894
H 0.67142 1.21906 2.38179 0.10 -0.59 0.20 0.1091
C -7.81794 -1.04403 -1.19174 -0.58 -0.10 0.13 -0.1593
C -8.80997 -3.03935 -0.26568 0.11 -0.08 -0.02 -0.0908
H -5.56909 3.35807 -0.89816 -0.14 -0.08 -0.13 0.1094
C -8.88144 0.59368 -5.29336 0.09 -0.11 0.14 -0.0900
C -4.46123 0.16387 -1.48860 -0.45 -0.60 -0.16 -0.4293
H 1.49598 0.97288 -2.55546 -0.37 -0.24 0.24 0.0966
H -7.56705 -4.80513 -0.30274 -0.08 0.13 -0.04 0.1028
C -5.11842 2.50565 -1.39956 0.14 -0.05 -0.28 -0.1266
H -9.40096 -1.50177 -5.44442 0.20 0.17 0.01 0.1028
C -4.30003 -2.46295 1.59932 -0.10 -0.10 0.63 -0.0919
H 1.51821 -0.23016 1.71687 -0.13 0.23 0.21 0.1099
H -7.35667 -2.28425 -4.28110 -0.18 0.18 0.04 0.1078
H -6.01914 1.78193 -3.90565 -0.40 -0.23 0.00 0.0755
C -3.66783 1.75106 -3.22609 0.42 -1.53 0.20 -0.0887
H -7.30109 -3.27135 2.95487 0.21 0.20 0.01 0.1067
C 1.37291 -1.15203 -1.85159 -0.82 -0.34 -0.65 -0.1391
C -6.77348 1.05269 -4.19879 -0.24 0.19 0.05 -0.0818
H -1.42459 0.23952 2.19562 0.09 -0.31 -0.11 0.0740
N 0.74598 1.01488 0.29701 -0.90 0.39 -0.36 -0.0514
Cl -2.15415 1.46218 -0.12496 -0.65 0.75 0.12 0.2924
H -0.25233 -1.78017 0.38060 -0.33 0.24 -0.02 0.0713
H -6.19706 2.03415 1.53190 -0.03 1.68 0.79 -0.0693
H 0.45134 -3.17865 -1.68925 -0.06 0.38 -0.04 0.0917
C -5.78308 -0.54403 1.55136 -0.15 -0.67 1.10 -0.3281
H -0.32525 -1.08715 2.71082 -0.25 0.27 0.07 0.1114
C -6.51196 -2.66524 2.50836 0.17 -0.28 0.35 -0.0973
H -7.71073 -0.89857 2.48539 -0.08 -0.02 -0.26 0.0972
H -0.07024 1.62928 0.10406 1.33 -0.46 0.04 -0.0506
H -3.63346 -0.42700 1.26033 -0.14 -0.08 -0.43 0.0496
C -4.47909 -1.07827 1.47672 -0.52 -0.53 -0.64 -0.1147
C -6.74518 -1.32145 2.23050 0.40 -0.42 -0.68 -0.1168
H -9.79848 -1.10784 -0.35459 0.21 -0.26 -0.02 0.1086
C 0.64001 0.42675 1.60569 0.78 0.32 0.26 -0.3023
C -8.66719 -0.77554 -5.09620 0.33 0.01 0.01 -0.0795
H -5.64666 -3.65835 -1.40022 -0.23 0.02 0.06 0.0985
C -5.30431 -3.26801 2.14857 -0.22 0.23 -0.28 -0.0921
H -0.97123 0.55652 -3.53719 0.18 -0.22 0.28 0.0857
H -3.39730 -2.96253 1.24758 0.09 0.26 0.38 0.0890
C -0.77593 -1.53279 -2.62639 -0.28 0.08 0.46 -0.2796
C -3.70896 0.43843 -2.72619 1.52 2.61 -1.26 -0.3109
C -0.60116 -0.41464 1.88641 -0.25 -0.04 -0.15 -0.2740
H -4.03973 -0.53753 -0.73696 -0.25 0.15 -0.25 0.0565
C -7.64080 -3.74950 -0.55272 0.12 0.15 0.02 -0.0881
H -1.59326 -2.08423 -3.10527 0.50 0.06 -0.15 0.0836
C -7.92458 1.50451 -4.85594 0.18 -0.13 -0.04 -0.0796
H -3.08121 1.96745 -4.13101 -0.44 -0.11 0.42 0.1318
H -7.92928 0.00710 -1.49077 0.05 -0.58 -0.02 0.0861
C -8.89547 -1.68300 -0.57084 0.20 0.21 -0.10 -0.0839
N -1.05511 -1.25044 0.74232 0.15 -0.38 -0.13 -0.0232
Zn -1.99840 -0.46037 -1.26627 2.09 0.59 1.44 0.5332